Formula: C22H43Cl3MoO4SSi
Source: OMol25
Level of theory: ωB97M-V with the def2-TZVPD basis set

The value obtained for the max |F| is 4.461 eV/A. The calculation puts the frontier orbital gap (alpha / beta) at 4.965 / 4.959 eV. The calculated total energy is -3301.769733 Ha. Its multiplicity is 3. The LUMO energy (alpha / beta) is 4.5 / 4.5 eV. The HOMO energy (alpha / beta) comes out at -0.0174 / -0.0172 Eh. As for the total charge: -2.

Cartesian coordinates (Å):
Mo  0.43  -0.16  -0.11
Cl  2.10  1.39  1.18
Cl  2.47  -0.85  -1.22
Cl  -0.42  -2.43  -0.56
S  0.17  -0.64  2.19
Si  2.01  -1.49  3.00
O  2.04  -3.04  3.60
O  2.36  -0.56  4.37
O  -4.25  -1.14  1.33
O  3.15  -1.45  1.81
C  1.28  -5.18  4.31
C  -1.26  0.24  -1.69
C  2.32  0.09  6.72
C  5.09  -2.02  0.46
C  0.93  -1.78  5.96
C  0.42  0.60  5.31
C  -2.17  -0.62  -2.50
C  1.41  2.84  -1.59
C  -2.81  0.65  0.39
C  5.12  -2.17  3.02
C  0.52  0.59  -3.54
C  1.82  -4.40  3.11
C  3.12  -5.05  2.65
C  0.83  -4.40  1.97
C  -1.56  0.81  -0.41
C  -0.08  0.84  -2.21
C  0.33  1.86  -1.29
C  -0.74  2.93  0.85
C  4.61  -1.42  1.79
C  5.11  0.01  1.74
C  -0.57  1.84  -0.17
C  1.51  -0.44  5.54
H  2.33  2.33  -1.91
H  6.20  -0.04  1.59
H  0.55  -5.43  1.68
H  6.22  -2.21  2.99
H  0.35  -4.75  4.69
H  0.18  -2.13  5.24
H  4.81  -1.68  3.97
H  1.05  -6.22  4.02
H  2.81  1.04  6.51
H  -1.34  2.57  1.70
H  -3.64  1.27  -0.02
H  -4.02  -1.83  2.10
H  4.67  -1.46  -0.40
H  0.85  1.56  5.01
H  3.91  -5.07  3.41
H  -0.18  0.77  6.22
H  0.41  -1.72  6.93
H  -2.99  -1.03  -1.90
H  4.67  0.56  0.90
H  4.94  0.57  2.67
H  1.70  -2.55  6.07
H  3.11  -0.59  7.05
H  4.84  -3.08  0.32
H  -0.28  0.28  4.52
H  4.75  -3.21  3.02
H  1.66  3.46  -0.73
H  2.90  -6.11  2.40
H  -2.66  0.95  1.44
H  1.60  0.70  -3.53
H  1.27  -3.93  1.08
H  -1.29  3.78  0.41
H  6.20  -1.93  0.41
H  -0.09  -3.89  2.26
H  0.30  -0.42  -3.88
H  1.12  3.50  -2.41
H  2.00  -5.24  5.15
H  -1.65  -1.46  -2.97
H  1.63  0.23  7.56
H  3.50  -4.60  1.72
H  0.13  1.28  -4.30
H  0.23  3.28  1.21
H  -3.15  -0.41  0.40
H  -2.61  -0.03  -3.31

Results of the Löwdin charge analysis, in e, for atoms 1 through 4:
1 Mo 0.80
2 Cl 0.05
3 Cl -0.01
4 Cl -0.03

Formula: C22H43FNO3P
Source: OMol25
Level of theory: ωB97M-V with the def2-TZVPD basis set

The value obtained for the max |F| is 6.687 eV/A. The calculation puts the frontier orbital gap at 7.912 eV. The calculated total energy is -1585.379267 Ha. The LUMO energy is 0.6 eV. The HOMO energy comes out at -0.2686 Eh. As for the total charge: 0. As for the relative energy (zero: lowest compared OMol25 entry of this formula, charge and spin): 67.2 kcal/mol. As for the SMILES: C#CCCCP(CC)(C[C@@H](C)O)(C[C@@H](C)F)N=C(C)C.CC(C)=O.CC(C)=O.

Cartesian coordinates (Å):
P  -0.51  0.51  0.23
F  2.47  2.77  2.05
O  -0.37  3.21  -4.56
O  -0.50  -4.18  4.84
O  0.80  -1.60  -1.78
N  -1.68  -0.19  -0.87
C  -1.84  1.74  0.92
C  0.61  -3.57  1.49
C  3.03  -0.37  -1.69
C  -1.85  3.18  0.19
C  -3.57  1.25  -1.96
C  2.97  -4.83  2.70
C  2.03  -4.19  2.01
C  -1.50  0.43  -3.43
C  -0.96  -6.51  4.81
C  1.04  -5.50  6.05
C  0.32  3.18  3.16
C  -0.17  -5.29  5.20
C  1.27  4.26  -5.92
C  0.75  -1.94  1.40
C  -1.22  4.89  -6.02
C  -0.13  4.04  -5.42
C  1.40  -0.30  -1.93
C  0.76  1.02  1.56
C  -0.64  -1.18  1.19
C  1.01  2.59  1.79
C  -2.12  0.46  -1.91
C  0.79  0.92  -1.07
H  3.45  -1.32  -2.18
H  -4.22  1.04  -1.04
H  -2.36  0.28  -4.20
H  3.90  -5.29  3.21
H  -0.86  1.36  -3.66
H  1.95  3.58  -5.40
H  1.30  0.00  -3.05
H  3.47  0.52  -2.30
H  -1.53  3.97  0.97
H  1.51  -4.53  6.25
H  -0.40  2.42  3.65
H  -4.17  0.95  -2.91
H  -2.18  4.62  -5.56
H  1.83  0.57  1.37
H  0.37  1.71  -1.81
H  -3.29  2.36  -2.11
H  -1.10  3.28  -0.68
H  -0.24  -3.75  2.27
H  -1.02  5.94  -5.82
H  1.61  -1.62  0.68
H  -1.28  4.71  -7.09
H  1.48  -2.30  -1.66
H  0.46  0.59  2.60
H  -2.85  1.19  0.71
H  1.76  -6.13  5.52
H  1.59  5.28  -5.72
H  -1.35  -1.90  0.62
H  1.32  4.05  -6.99
H  -1.12  -1.04  2.24
H  1.15  -1.65  2.46
H  0.82  3.26  0.87
H  -1.34  -7.02  5.71
H  3.30  -0.25  -0.58
H  1.73  1.45  -0.62
H  0.77  -5.95  7.01
H  -0.88  -0.56  -3.49
H  -2.90  3.49  -0.19
H  -1.81  1.80  2.08
H  0.30  -4.05  0.49
H  1.13  3.43  3.95
H  -0.34  -7.19  4.23
H  -0.33  4.11  2.90
H  -1.82  -6.21  4.20

Results of the Löwdin charge analysis, in e, for atoms 1 through 4:
1 P 0.79
2 F -0.14
3 O 0.04
4 O 0.05

Formula: C22H43N2O9PS
Source: OMol25
Level of theory: ωB97M-V with the def2-TZVPD basis set

The value obtained for the max |F| is 5.825 eV/A. The calculation puts the frontier orbital gap at 8.855 eV. The calculated total energy is -2390.183488 Ha. The LUMO energy is -0.1 eV. The HOMO energy comes out at -0.3301 Eh. As for the total charge: 0. As for the SMILES: O=P(O)(O)OCCCCSc1nnco1.C1CCOC1.C1CCOC1.C1CCOC1.C1CCOC1.

Cartesian coordinates (Å):
S  4.81  5.41  -0.34
P  0.18  1.97  3.06
O  -0.30  0.54  3.32
O  4.05  0.45  -0.51
O  -2.36  -0.07  -0.43
O  2.45  -4.32  0.40
O  1.05  1.97  1.60
O  -5.71  -1.59  -2.84
O  2.82  7.36  0.54
O  -1.11  3.06  3.12
O  1.30  2.45  4.28
N  3.63  7.76  2.70
N  4.44  6.83  2.13
C  3.96  6.57  0.79
C  0.31  2.62  0.51
C  -8.03  -1.14  -3.09
C  2.50  3.83  -0.12
C  2.61  8.10  1.74
C  -1.77  -0.52  0.80
C  3.56  4.32  -1.21
C  2.51  -5.65  -0.15
C  -3.13  -1.14  -0.99
C  1.43  -6.46  0.53
C  -7.24  0.02  -3.67
C  -5.88  -0.18  -3.04
C  3.87  -1.50  0.83
C  3.10  -0.33  0.23
C  -6.98  -2.23  -3.04
C  0.39  -5.40  0.83
C  1.38  2.81  -0.70
C  5.24  -0.90  1.03
C  -2.45  -1.82  1.16
C  1.24  -4.20  1.16
C  -2.79  -2.39  -0.21
C  5.37  0.00  -0.18
H  -3.37  -1.62  1.71
H  5.26  -0.31  1.95
H  1.78  8.86  1.92
H  -3.59  -3.12  -0.19
H  -0.20  -5.21  -0.07
H  -0.86  3.96  2.82
H  -0.30  -5.68  1.63
H  1.81  -6.87  1.47
H  -7.16  -2.95  -2.23
H  6.04  -1.65  1.09
H  -8.90  -1.41  -3.67
H  -7.67  1.00  -3.45
H  0.85  3.37  -1.56
H  -5.81  0.31  -2.06
H  -2.92  -1.24  -2.06
H  -1.82  -2.48  1.76
H  3.92  -2.32  0.11
H  -1.90  0.25  1.57
H  6.02  0.87  0.01
H  -1.90  -2.86  -0.64
H  1.85  3.20  3.94
H  2.33  -5.57  -1.23
H  3.42  -1.88  1.75
H  2.30  -0.66  -0.43
H  -5.07  0.19  -3.67
H  -0.70  -0.66  0.63
H  -7.17  -0.09  -4.75
H  -4.19  -0.88  -0.87
H  4.16  3.42  -1.60
H  5.77  -0.54  -1.04
H  2.68  0.30  1.02
H  1.06  -7.28  -0.08
H  3.07  4.81  -2.11
H  0.75  -3.25  0.91
H  -6.93  -2.78  -3.98
H  -0.63  2.07  0.19
H  1.85  1.83  -1.04
H  -8.36  -0.89  -2.07
H  3.09  3.37  0.75
H  1.51  -4.18  2.22
H  0.07  3.69  0.87
H  3.51  -6.06  0.01
H  1.91  4.74  0.26

Results of the Löwdin charge analysis, in e, for atoms 1 through 4:
1 S 0.90
2 P 0.60
3 O -0.29
4 O -0.16